Entry from the OMol25 dataset: one molecule with the formula C21H20ClNO3S in a non-equilibrium geometry (ωB97M-V/def2-TZVPD).

The calculation puts the energy relative to the best compared isomer or geometry (same formula, charge and spin) at 6.2 kcal per mole. Its LUMO energy is 0.41 eV. The calculation puts the HOMO-LUMO gap at 9.2271 eV. As for the total energy: -1951.0836 hartree.

Each atom is followed by the atoms it is bonded to, with distances in Å.
Atoms and positions in Å:
1 O 3.0231 -0.5666 2.0082  C2 1.215
2 C 2.2626 0.1498 1.3872  O1 1.215, N3 1.360, C22 1.471
3 N 2.4879 1.4697 1.1499  C2 1.360, H4 1.009, C5 1.443
4 H 1.8388 1.9456 0.5407  N3 1.009
5 C 3.8260 2.0053 1.2115  N3 1.443, H6 1.092, H7 1.093, C8 1.542
6 H 4.3923 1.3416 1.8680  C5 1.092
7 H 3.7995 3.0098 1.6424  C5 1.093
8 C 4.4669 2.0349 -0.1903  C5 1.542, C9 1.503, H20 1.093, H21 1.090
9 C 4.3148 0.6811 -0.8255  C8 1.503, C10 1.389, C14 1.388
10 C 3.2257 0.4078 -1.6436  C9 1.389, C11 1.384, H19 1.082
11 C 3.0150 -0.8676 -2.1368  C10 1.384, C12 1.383, H18 1.081
12 C 3.8952 -1.8862 -1.8183  C11 1.383, C13 1.384, H17 1.080
13 C 4.9907 -1.6205 -1.0146  C12 1.384, C14 1.382, H16 1.080
14 C 5.1969 -0.3464 -0.5194  C9 1.388, C13 1.382, H15 1.080
15 H 6.0440 -0.1476 0.1207  C14 1.080
16 H 5.6811 -2.4120 -0.7641  C13 1.080
17 H 3.7276 -2.8842 -2.1954  C12 1.080
18 H 2.1581 -1.0670 -2.7646  C11 1.081
19 H 2.5333 1.1997 -1.8978  C10 1.082
20 H 3.9709 2.7943 -0.7993  C8 1.093
21 H 5.5192 2.3025 -0.0903  C8 1.090
22 C 0.9866 -0.3463 0.8485  C2 1.471, C23 1.369, O45 1.359
23 C 0.4423 -1.6015 0.9065  C22 1.369, C24 1.411, H47 1.070
24 C -0.7518 -1.5525 0.1562  C23 1.411, C25 1.368, H46 1.071
25 C -0.8557 -0.2744 -0.3199  C24 1.368, C26 1.473, O45 1.351
26 C -1.8835 0.3968 -1.1338  C25 1.473, H27 1.091, H28 1.087, S29 1.876
27 H -1.5003 0.7029 -2.1088  C26 1.091
28 H -2.7694 -0.2196 -1.2650  C26 1.087
29 S -2.3747 2.0172 -0.3252  C26 1.876, O30 1.457, C31 1.876
30 O -3.4670 2.5300 -1.1424  S29 1.457
31 C -3.1598 1.2815 1.2122  S29 1.876, C32 1.484, H43 1.090, H44 1.088
32 C -4.1847 0.2602 0.8836  C31 1.484, C33 1.392, C37 1.392
33 C -5.3445 0.6424 0.2161  C32 1.392, C34 1.384, H42 1.078
34 C -6.2776 -0.3175 -0.1362  C33 1.384, C35 1.386, Cl41 1.728
35 C -6.0840 -1.6545 0.1749  C34 1.386, C36 1.384, H40 1.078
36 C -4.9332 -2.0271 0.8476  C35 1.384, C37 1.383, H39 1.079
37 C -3.9861 -1.0812 1.1960  C32 1.392, C36 1.383, H38 1.080
38 H -3.0925 -1.3789 1.7238  C37 1.080
39 H -4.7758 -3.0646 1.1009  C36 1.079
40 H -6.8246 -2.3874 -0.1022  C35 1.078
41 Cl -7.7118 0.1620 -0.9720  C34 1.728
42 H -5.5047 1.6764 -0.0438  C33 1.078
43 H -3.5945 2.1448 1.7150  C31 1.090
44 H -2.3410 0.8797 1.8047  C31 1.088
45 O 0.1957 0.4640 0.0970  C22 1.359, C25 1.351
46 H -1.4360 -2.3557 -0.0256  C24 1.071
47 H 0.8588 -2.4403 1.4235  C23 1.070